(1)
# C3H7NO2

A 2-piece molecular cluster, C3H7NO2 overall (ωB97M-V with the def2-TZVPD basis set, the Open Molecules 2025 dataset).

Its SMILES is [H]/N=C\O.C=CO. As for the energy above the lowest of the compared OMol25 structures with the same formula, charge and spin: 206.20 kJ/mol. The calculation puts the molecular weight at 89.1 Da. As for the orbital gap: 10.48 eV. The spin multiplicity is 1.

Each line ends with the natural charge from an NBO analysis.
Cartesian coordinates (Å):
H1 1.365 -1.974 -1.029  0.33
N1 2.280 -1.590 -0.797  -0.70
C1 2.285 -0.672 0.046  0.42
O1 1.256 -0.113 0.703  -0.70
H2 3.227 -0.220 0.333  0.15
H3 0.411 -0.521 0.446  0.49
C2 -1.926 0.150 0.591  -0.59
C3 -1.660 0.837 -0.510  0.17
O2 -0.712 1.786 -0.648  -0.67
H4 -2.704 -0.589 0.606  0.22
H5 -1.406 0.332 1.518  0.20
H6 -2.195 0.684 -1.437  0.19
H7 -0.219 1.890 0.178  0.49

=====

(2)
# C3H7NO2

A 2-piece molecular cluster, C3H7NO2 overall in a non-equilibrium geometry (ωB97M-V with the def2-TZVPD basis set, the Open Molecules 2025 dataset).

As for the energy above the lowest of the compared OMol25 structures with the same formula, charge and spin: 663.01 kJ/mol. The calculation puts the molecular weight at 89.1 Da. As for the orbital gap: 4.32 eV. The spin multiplicity is 1.

Each line ends with the natural charge from an NBO analysis.
Cartesian coordinates (Å):
C1 -1.305 0.568 -0.780  -0.30
N1 -2.415 -0.132 -0.895  -0.19
C2 1.133 -0.134 1.279  0.60
O1 1.781 -0.837 0.469  -0.69
O2 0.982 1.088 1.313  -0.71
C3 -0.135 -0.458 -1.378  -0.44
H1 -1.211 1.365 -1.524  0.28
H2 -0.971 0.816 0.226  0.27
H3 -2.723 -0.446 0.040  0.35
H4 0.588 -0.770 2.029  0.05
H5 -0.331 -0.698 -2.419  0.22
H6 -0.177 -1.328 -0.743  0.25
H7 0.821 0.078 -1.256  0.31

=====

(3)
# C3H7NO2

One molecule with the formula C3H7NO2 in a non-equilibrium geometry (ωB97M-V with the def2-TZVPD basis set, the Open Molecules 2025 dataset).

Its SMILES is N/C=C\C(O)O. As for the energy above the lowest of the compared OMol25 structures with the same formula, charge and spin: 425.55 kJ/mol. The calculation puts the molecular weight at 89.1 Da. As for the orbital gap (spin up / spin down): 8.00 / 8.00 eV. The spin multiplicity is 1.

Each line ends with the natural charge from an NBO analysis.
Cartesian coordinates (Å):
N1 1.782 -1.218 -0.118  -0.75
C1 0.843 -0.519 -0.839  0.13
C2 0.179 0.626 -0.454  -0.49
C3 -0.999 0.300 0.349  0.37
O1 -2.228 0.550 -0.234  -0.71
O2 -1.003 0.692 1.697  -0.74
H1 1.609 -1.305 0.872  0.39
H2 2.232 -2.003 -0.562  0.39
H3 0.986 -0.662 -1.907  0.17
H4 0.252 1.564 -0.988  0.21
H5 -0.702 -0.920 0.390  0.10
H6 -2.529 1.440 -0.003  0.48
H7 -0.421 1.456 1.796  0.47

=====

(4)
# C3H7NO2

One molecule with the formula C3H7NO2 in a non-equilibrium geometry (ωB97M-V with the def2-TZVPD basis set, the Open Molecules 2025 dataset).

Its SMILES is O=CCNCO. As for the energy above the lowest of the compared OMol25 structures with the same formula, charge and spin: 196.13 kJ/mol. The calculation puts the molecular weight at 89.1 Da. As for the orbital gap: 10.42 eV. The spin multiplicity is 1.

Each line ends with the natural charge from an NBO analysis.
Cartesian coordinates (Å):
O1 -0.789 0.663 -2.932  -0.51
C1 -0.209 0.862 -1.907  0.43
C2 -0.805 0.553 -0.534  -0.35
N1 0.282 0.608 0.459  -0.63
C3 0.835 -0.613 0.958  0.08
O2 -0.205 -1.369 1.676  -0.76
H1 0.829 1.236 -1.910  0.11
H2 -1.531 1.282 -0.192  0.23
H3 -1.233 -0.449 -0.591  0.22
H4 -0.027 1.086 1.294  0.37
H5 1.548 -0.364 1.740  0.18
H6 1.146 -1.230 0.115  0.16
H7 0.158 -2.265 1.825  0.47